{
  "formula": "C38H85BrN6O",
  "method": "ωB97M-V with the def2-TZVPD basis set",
  "symbols": ["C", "C", "N", "C", "C", "N", "C", "C", "H", "H", "H", "H", "H", "H", "H", "H", "H", "H", "H", "C", "C", "C", "C", "N", "C", "C", "C", "C", "C", "H", "H", "H", "H", "H", "H", "H", "H", "H", "H", "H", "H", "H", "H", "H", "H", "H", "H", "H", "H", "C", "C", "C", "C", "N", "C", "C", "C", "C", "C", "H", "H", "H", "H", "H", "H", "H", "H", "H", "H", "H", "H", "H", "H", "H", "H", "H", "H", "H", "H", "C", "C", "C", "C", "N", "C", "C", "C", "C", "C", "H", "H", "H", "H", "H", "H", "H", "H", "H", "H", "H", "H", "H", "H", "H", "H", "H", "H", "H", "H", "C", "N", "C", "C", "C", "C", "O", "H", "H", "H", "H", "H", "H", "H", "H", "H", "H", "H", "H", "H", "H", "Br"],
  "positions_angstrom": [[-4.3690, -4.1403, -4.3594], [-3.2186, -4.3290, -3.3491], [-2.6191, -3.0714, -2.9511], [-1.3072, -2.6466, -3.0104], [-1.2335, -1.3901, -2.5154], [-2.5218, -1.0363, -2.1977], [-3.3260, -2.0752, -2.3833], [-2.9071, 0.1442, -1.4200], [-5.2043, -3.7528, -3.7670], [-4.7468, -5.1311, -4.6093], [-4.1503, -3.5112, -5.2140], [-2.4614, -4.9657, -3.8104], [-3.5462, -4.9224, -2.4957], [-0.4982, -3.2262, -3.4219], [-0.4070, -0.7508, -2.2380], [-4.3352, -2.2305, -2.0392], [-3.9198, 0.3780, -1.7321], [-2.1396, 0.9049, -1.5691], [-2.7962, -0.0085, -0.3452], [5.3858, -2.7083, 4.2805], [4.1587, -2.7314, 3.3575], [4.3777, -3.1036, 1.9007], [3.1698, -2.8319, 1.0474], [3.2138, -3.3622, -0.3855], [4.2978, -2.6233, -1.1144], [3.9589, -2.7818, -2.5843], [2.4259, -2.7625, -2.6333], [1.9534, -2.8450, -1.1749], [3.3055, -4.8602, -0.3797], [5.8835, -3.6811, 4.2322], [5.1419, -2.4307, 5.3002], [6.1872, -2.0602, 3.9182], [3.7026, -1.7331, 3.4646], [3.3449, -3.2913, 3.8320], [4.6495, -4.1659, 1.9612], [5.3142, -2.7097, 1.4978], [2.9855, -1.7572, 0.9696], [2.2375, -3.2428, 1.4400], [5.3129, -2.8631, -0.8106], [4.1226, -1.5685, -0.8873], [4.2657, -3.7805, -2.9030], [4.4787, -2.0684, -3.2172], [2.0705, -3.5277, -3.3188], [2.1505, -1.7981, -3.0677], [1.0356, -3.3727, -0.9256], [1.8962, -1.8795, -0.6629], [3.4187, -5.1847, -1.4157], [2.3930, -5.2698, 0.0357], [4.2647, -5.1250, 0.0582], [-0.2009, 3.7793, -1.1529], [-0.6567, 5.0735, -0.3783], [-1.8016, 4.9339, 0.6090], [-3.0675, 4.5755, -0.1872], [-4.2498, 4.2452, 0.7590], [-4.5685, 5.4545, 1.6306], [-6.0739, 5.3781, 1.9089], [-6.6401, 4.3403, 0.9118], [-5.5138, 4.1016, -0.0874], [-3.8881, 3.0264, 1.4913], [-0.3029, 3.9151, -2.2357], [-0.8236, 2.8998, -1.0005], [0.8443, 3.5783, -0.9464], [-0.9005, 5.9364, -1.0042], [0.2685, 5.3858, 0.1077], [-2.0270, 5.9253, 1.0045], [-1.4404, 4.2824, 1.4055], [-3.0474, 3.6882, -0.8211], [-3.3690, 5.3838, -0.8510], [-3.9515, 5.3533, 2.5208], [-4.3540, 6.4130, 1.1649], [-6.2978, 4.9810, 2.8947], [-6.4898, 6.3629, 1.7168], [-6.8548, 3.4187, 1.4551], [-7.5727, 4.6090, 0.4211], [-5.5116, 3.0906, -0.4893], [-5.4913, 4.8760, -0.8497], [-3.2593, 2.3598, 0.9120], [-4.7684, 2.5359, 1.9127], [-3.3366, 3.2138, 2.4159], [-2.1090, -4.3482, 0.3238], [-1.9155, -4.5961, 1.7933], [-0.9075, -3.6433, 2.4437], [-1.3415, -2.1821, 2.3525], [-0.8279, -1.2771, 3.4778], [-1.2217, 0.1859, 3.3284], [-1.5527, 0.6103, 4.7535], [-2.3430, -0.5782, 5.3207], [-1.4773, -1.7262, 4.8243], [0.6306, -1.5227, 3.6012], [-2.4583, -3.3331, 0.0833], [-2.9130, -4.9370, -0.1279], [-1.2565, -4.5132, -0.3420], [-1.6383, -5.6353, 1.9752], [-2.8592, -4.5060, 2.3396], [0.0357, -3.7129, 1.8907], [-0.6834, -4.0355, 3.4361], [-2.4272, -2.0683, 2.3922], [-0.9953, -1.6904, 1.4420], [-0.3849, 0.6564, 2.8142], [-2.0651, 0.2017, 2.6376], [-0.6521, 0.8203, 5.3298], [-2.1432, 1.5266, 4.7712], [-2.3242, -0.6252, 6.4065], [-3.3574, -0.6088, 4.9293], [-0.7255, -1.9282, 5.5842], [-2.0211, -2.6497, 4.6358], [0.9707, -0.8942, 4.4259], [1.1967, -1.1997, 2.7282], [0.8469, -2.5615, 3.8241], [3.9687, 3.2531, -1.7112], [3.9083, 2.5746, -3.0683], [4.9528, 1.4974, -3.0696], [2.5318, 1.9771, -3.1905], [4.0861, 3.5393, -4.2170], [5.2555, 4.4799, -4.0309], [4.7813, 5.5824, -3.2781], [4.9626, 3.6520, -1.5371], [3.7585, 2.4469, -1.0128], [3.2552, 4.0686, -1.7781], [5.2170, 1.1923, -4.0823], [4.6838, 0.7317, -2.3539], [5.8784, 2.0179, -2.8178], [2.3014, 1.3966, -2.2935], [2.3398, 1.5302, -4.1647], [1.7604, 2.7528, -3.1942], [3.2136, 4.1767, -4.3801], [4.1038, 3.0021, -5.1665], [5.5883, 4.8349, -5.0110], [6.1410, 4.0179, -3.5816], [5.4817, 6.2376, -3.1721], [0.7012, 0.5733, 0.0909]],
  "lowdin_charge": [-0.04, -0.17, -0.03, 0.00, -0.03, -0.07, -0.01, 0.00, 0.08, 0.10, 0.09, 0.13, 0.12, 0.13, 0.06, 0.18, 0.11, 0.07, 0.08, -0.08, -0.27, -0.18, -0.14, -0.25, -0.11, -0.14, -0.14, -0.08, 0.06, 0.08, 0.08, 0.08, 0.10, 0.11, 0.12, 0.13, 0.11, 0.12, 0.15, 0.13, 0.12, 0.12, 0.12, 0.11, 0.12, 0.02, 0.11, 0.12, 0.11, -0.13, -0.22, -0.18, -0.10, -0.26, -0.08, -0.11, -0.13, -0.08, 0.00, 0.07, 0.00, 0.02, 0.12, 0.11, 0.12, 0.12, 0.12, 0.14, 0.13, 0.14, 0.12, 0.13, 0.11, 0.13, 0.13, 0.14, 0.09, 0.12, 0.11, -0.11, -0.23, -0.19, -0.13, -0.24, -0.11, -0.14, -0.12, -0.08, -0.02, 0.06, 0.08, 0.07, 0.13, 0.12, 0.10, 0.12, 0.14, 0.09, 0.07, 0.12, 0.13, 0.12, 0.13, 0.12, 0.14, 0.13, 0.12, 0.07, 0.09, 0.04, -0.34, 0.02, -0.02, -0.10, -0.23, -0.05, 0.11, 0.10, 0.11, 0.12, 0.10, 0.10, 0.04, 0.12, 0.09, 0.15, 0.15, 0.14, 0.12, 0.12, -0.19],
  "e_homo_ev": -17.095,
  "e_tot_ev": -121780.6879,
  "e_lumo_ev": -8.161,
  "total_charge": 4
}

{
  "formula": "C38H86CuF30N4OP5",
  "method": "ωB97M-V with the def2-TZVPD basis set",
  "symbols": ["Cu", "C", "N", "C", "C", "C", "C", "O", "H", "H", "H", "H", "H", "H", "H", "H", "H", "H", "H", "H", "H", "H", "C", "C", "C", "C", "N", "C", "C", "C", "C", "C", "C", "C", "H", "H", "H", "H", "H", "H", "H", "H", "H", "H", "H", "H", "H", "H", "H", "H", "H", "H", "H", "H", "H", "H", "H", "H", "C", "C", "C", "C", "N", "C", "C", "C", "C", "C", "C", "C", "H", "H", "H", "H", "H", "H", "H", "H", "H", "H", "H", "H", "H", "H", "H", "H", "H", "H", "H", "H", "H", "H", "H", "H", "C", "C", "C", "C", "N", "C", "C", "C", "C", "C", "C", "C", "H", "H", "H", "H", "H", "H", "H", "H", "H", "H", "H", "H", "H", "H", "H", "H", "H", "H", "H", "H", "H", "H", "H", "H", "P", "F", "F", "F", "F", "F", "F", "P", "F", "F", "F", "F", "F", "F", "P", "F", "F", "F", "F", "F", "F", "P", "F", "F", "F", "F", "F", "F", "P", "F", "F", "F", "F", "F", "F"],
  "positions_angstrom": [[-7.2657, 2.2146, -2.1436], [-7.1634, 6.9337, -0.6882], [-7.2205, 7.0012, 0.8680], [-7.8042, 5.6444, 1.4044], [-5.8077, 7.1449, 1.4677], [-8.0722, 8.1909, 1.4221], [-7.6020, 9.5958, 1.2867], [-7.0865, 9.9456, 0.0578], [-6.5304, 6.1070, -1.0105], [-6.7272, 7.7769, -1.2237], [-8.2186, 6.8181, -0.9361], [-7.4416, 5.3582, 2.3917], [-7.5339, 4.7864, 0.7889], [-8.8705, 5.8309, 1.5316], [-5.9780, 7.4031, 2.5129], [-5.2587, 7.8020, 0.7933], [-5.4098, 6.1349, 1.3702], [-8.1537, 8.0486, 2.4997], [-9.0860, 8.0630, 1.0428], [-6.7323, 9.6287, 1.9429], [-8.3375, 10.3532, 1.5577], [-7.8130, 10.4114, -0.3627], [-9.1236, 0.0864, -8.6782], [-9.8787, -0.6450, -7.5676], [-11.1286, -0.1274, -6.8795], [-10.9049, 1.1926, -6.1140], [-12.2719, 1.7782, -5.6686], [-13.1795, 2.2220, -6.8808], [-13.3474, 3.7956, -6.7157], [-12.2024, 4.2949, -5.9144], [-11.9531, 3.1392, -4.9036], [-12.9990, 0.8345, -4.6436], [-12.1553, 0.3540, -3.4206], [-12.9610, -0.1167, -2.2424], [-9.7633, 0.5350, -9.4383], [-8.3306, -0.4890, -9.1559], [-8.4362, 0.8020, -8.2270], [-9.1474, -0.8527, -6.7865], [-10.1576, -1.5845, -8.0448], [-11.5081, -0.9292, -6.2461], [-11.9025, 0.0318, -7.6304], [-10.5162, 1.9974, -6.7380], [-10.2848, 1.1488, -5.2186], [-14.1062, 1.6490, -6.9134], [-12.5986, 2.0201, -7.7807], [-14.2633, 3.9809, -6.1545], [-13.3358, 4.3170, -7.6729], [-12.4583, 5.2433, -5.4420], [-11.3242, 4.4793, -6.5332], [-12.5919, 3.2047, -4.0228], [-11.0238, 3.1803, -4.3355], [-13.3268, -0.0113, -5.2480], [-13.8643, 1.3771, -4.2629], [-11.5664, 1.2116, -3.0953], [-11.3840, -0.3020, -3.8242], [-12.3139, -0.4673, -1.4384], [-13.6672, -0.8747, -2.5812], [-13.5489, 0.7408, -1.9149], [-10.4809, -2.6297, 6.3632], [-10.0488, -2.5422, 4.8635], [-8.5556, -2.2617, 4.7100], [-7.7913, -3.5643, 4.4838], [-6.3081, -3.3699, 4.0308], [-5.3799, -4.6786, 4.1379], [-4.2262, -4.3745, 5.0581], [-4.1561, -2.8879, 4.8962], [-5.5732, -2.4063, 4.9748], [-6.3526, -2.7663, 2.5769], [-7.0721, -3.6145, 1.5175], [-6.7903, -2.9374, 0.0984], [-9.9604, -3.4078, 6.9215], [-11.5440, -2.8381, 6.2420], [-10.3887, -1.6926, 6.9121], [-10.6448, -1.7510, 4.4084], [-10.2552, -3.4748, 4.3384], [-8.2895, -1.7769, 5.6492], [-8.4343, -1.4502, 3.9925], [-8.2222, -4.2820, 3.7857], [-7.7312, -4.2414, 5.3358], [-4.8491, -4.8927, 3.2103], [-6.0275, -5.4677, 4.5201], [-3.3799, -4.9767, 4.7276], [-4.3961, -4.7149, 6.0796], [-3.7348, -2.5566, 3.9471], [-3.4227, -2.4475, 5.5717], [-5.6452, -1.3504, 4.7143], [-5.9036, -2.5063, 6.0087], [-5.3251, -2.7430, 2.2141], [-6.7547, -1.7561, 2.6542], [-8.1498, -3.6327, 1.6796], [-6.6227, -4.6075, 1.5070], [-5.7777, -2.5472, -0.0031], [-7.4294, -2.0684, -0.0586], [-6.8487, -3.6276, -0.7432], [-2.6821, -0.2318, -3.4415], [-1.5601, 0.7897, -3.0640], [-1.0162, 0.7628, -1.6074], [-2.1296, 0.5777, -0.4816], [-1.6304, 0.7432, 0.9722], [-0.4180, -0.1765, 1.2698], [-0.2104, -0.3129, 2.8009], [-1.6074, -0.0671, 3.2770], [-2.5718, 0.1225, 2.0168], [-1.2952, 2.2867, 1.2042], [-2.4162, 3.2259, 1.6902], [-2.2279, 4.7484, 1.5279], [-2.4339, -1.2818, -3.2869], [-2.9521, -0.0992, -4.4892], [-3.6382, -0.1307, -2.9280], [-1.9832, 1.7829, -3.2144], [-0.6014, 0.7586, -3.5816], [-0.3406, 1.6088, -1.4814], [-0.4494, -0.1682, -1.6058], [-2.6412, -0.3846, -0.4984], [-2.9264, 1.2857, -0.7094], [0.4072, 0.2971, 0.7379], [-0.5673, -1.0852, 0.6865], [0.3912, 0.4458, 3.3017], [0.1734, -1.2504, 3.2033], [-1.6774, 0.8843, 3.8041], [-1.8836, -0.8404, 3.9938], [-3.4606, 0.7118, 2.2422], [-2.7890, -0.8566, 1.5897], [-0.9031, 2.6064, 0.2387], [-0.4771, 2.3993, 1.9156], [-2.6640, 3.0592, 2.7385], [-3.3070, 2.9032, 1.1514], [-3.0518, 5.3231, 1.9510], [-2.1002, 4.9446, 0.4633], [-1.2758, 4.9016, 2.0360], [-6.8740, 1.4318, 1.3859], [-8.1283, 0.5548, 0.9854], [-7.1564, 2.2253, -0.0064], [-7.8881, 2.4494, 2.0907], [-5.6903, 2.5024, 1.8039], [-6.8724, 0.7380, 2.8818], [-5.8905, 0.2490, 0.7682], [-7.3616, 3.8368, -5.6476], [-6.9089, 4.5876, -6.9996], [-7.8747, 2.5722, -6.5136], [-5.8597, 3.1055, -5.5382], [-7.8069, 3.0036, -4.2067], [-6.6928, 5.1222, -4.8480], [-8.8048, 4.6228, -5.7154], [-9.8363, 4.0481, -1.4571], [-11.4324, 3.8816, -1.8988], [-9.6501, 5.1179, -2.6536], [-10.1888, 5.1831, -0.2934], [-8.2717, 4.1582, -1.2271], [-9.8745, 2.9415, -0.2091], [-9.5199, 2.8380, -2.4898], [-4.5727, 3.7966, -2.0146], [-4.1807, 5.2031, -2.5899], [-6.1889, 3.9760, -2.4244], [-4.2270, 3.1241, -3.5066], [-5.0838, 2.3407, -1.4510], [-3.0654, 3.4928, -1.4964], [-4.9992, 4.5166, -0.5691], [-7.2344, -0.7226, -3.1760], [-6.6930, -1.2383, -4.5869], [-8.0177, -2.0913, -2.7678], [-5.9299, -1.2694, -2.4332], [-7.7304, -0.1005, -1.7748], [-6.5520, 0.7244, -3.4334], [-8.6332, -0.2006, -3.8082]],
  "mulliken_spin": [0.94, 0.00, 0.00, 0.00, 0.00, 0.00, 0.00, 0.00, 0.00, 0.00, 0.00, 0.00, 0.00, 0.00, 0.00, 0.00, 0.00, 0.00, 0.00, 0.00, 0.00, 0.00, 0.00, 0.00, 0.00, 0.00, 0.00, 0.00, 0.00, 0.00, 0.00, 0.00, 0.00, 0.00, 0.00, 0.00, 0.00, 0.00, 0.00, 0.00, 0.00, 0.00, 0.00, 0.00, 0.00, 0.00, 0.00, 0.00, 0.00, 0.00, 0.00, 0.00, 0.00, 0.00, 0.00, 0.00, 0.00, 0.00, 0.00, 0.00, 0.00, 0.00, 0.00, 0.00, 0.00, 0.00, 0.00, 0.00, 0.00, 0.00, 0.00, 0.00, 0.00, 0.00, 0.00, 0.00, 0.00, 0.00, 0.00, 0.00, 0.00, 0.00, 0.00, 0.00, 0.00, 0.00, 0.00, 0.00, 0.00, 0.00, 0.00, 0.00, 0.00, 0.00, 0.00, 0.00, 0.00, 0.00, 0.00, 0.00, 0.00, 0.00, 0.00, 0.00, 0.00, 0.00, 0.00, 0.00, 0.00, 0.00, 0.00, 0.00, 0.00, 0.00, 0.00, 0.00, 0.00, 0.00, 0.00, 0.00, 0.00, 0.00, 0.00, 0.00, 0.00, 0.00, 0.00, 0.00, 0.00, 0.00, 0.00, 0.00, 0.00, 0.00, 0.00, 0.00, 0.00, 0.00, 0.00, 0.00, 0.00, 0.00, 0.00, 0.00, 0.00, 0.00, 0.00, 0.00, 0.00, 0.00, 0.00, 0.00, 0.00, 0.04, 0.00, 0.01, 0.00, 0.00, 0.00, 0.00, 0.00, 0.00, 0.01, 0.00, 0.00],
  "e_homo_ev": [-12.011, -12.011],
  "s_squared": 0.751,
  "e_tot_ev": -221436.2950,
  "spin_multiplicity": 2,
  "e_lumo_ev": [-2.099, -5.047],
  "total_charge": 1
}

In order of appearance, strongest force on any atom = 2.69 3.25 eV Å⁻¹.